No. 1
Density functional theory data (ωB97M-V with the def2-TZVPD basis set) for C5H6N2 as an isolated structure.

XYZ file:
```
13
Properties=species:S:1:pos:R:3
N 1.86458 -0.36476 1.03109
C 1.27829 0.74431 1.00848
C 1.37145 0.17837 -0.30985
C 0.06265 -0.29802 -0.92234
C -0.93079 -0.93272 0.08920
C -1.47924 0.46632 0.04117
N -0.79592 0.93447 -0.93932
H 2.12378 0.53713 -1.01070
H 0.18615 -0.79062 -1.89262
H -1.61959 -1.64047 -0.38167
H -0.53928 -1.35944 1.01654
H -2.22193 1.01624 0.62140
H 0.80608 1.44982 1.67903
```

The calculation puts the gap between HOMO and LUMO at 10.9 eV. The spin multiplicity is 1. The value obtained for the relative energy (zero: lowest compared OMol25 entry of this formula, charge and spin) is 86.17 kcal/mol. Its total energy is -303.4988 Eh. The HOMO energy is -9.91 eV.

Atom charges from the Löwdin analysis, given in e for atoms 1 to 6:
1. N 0.168
2. C -0.131
3. C -0.249
4. C -0.295
5. C -0.103
6. C -0.172

***

No. 2
Density functional theory data (ωB97M-V with the def2-TZVPD basis set) for C43H103Br9N4O4 as an isolated structure at a distorted geometry.

XYZ file:
```
163
Properties=species:S:1:pos:R:3
C 6.36940 -1.01590 8.02468
Br 5.26866 -2.31365 6.96692
Br 5.51221 0.76613 8.31035
Br 8.08291 -0.91675 6.94465
H 6.54593 -1.52443 8.97249
C 8.23736 3.66909 1.09151
Br 7.75237 5.48310 1.68571
Br 8.19595 3.24457 -0.80628
Br 7.21217 2.39977 2.21087
H 9.24115 3.50984 1.48538
C -0.71606 -4.90965 5.19578
Br -2.05432 -4.13067 6.42924
Br -1.57243 -5.41067 3.47926
Br 0.25177 -6.48458 6.08270
H 0.06313 -4.19994 4.91775
C 1.35401 -1.78902 11.13016
C 1.38167 -3.22875 10.59417
C 2.34175 -4.15183 11.49801
C 2.24609 -5.61516 10.96974
C 3.15142 -6.49669 11.80266
C 2.96689 -8.00919 11.50942
H 0.66988 -1.19871 10.52056
H 2.31227 -1.30688 10.93685
H 1.09690 -1.64251 12.17922
H 0.40106 -3.67324 10.76428
H 1.68652 -3.22255 9.54770
H 1.86564 -4.12781 12.47823
H 3.36361 -3.77542 11.54523
H 1.18179 -5.82601 11.07413
H 2.55117 -5.59042 9.92360
H 4.20111 -6.26603 11.62089
H 2.82873 -6.39500 12.83882
H 1.92148 -8.19634 11.75478
H 3.14247 -8.30177 10.47422
H 3.57414 -8.65337 12.14534
C 0.76580 6.24959 8.92849
C 0.45697 6.21333 7.39526
C 1.65679 6.42774 6.49495
C 1.25219 6.65152 5.08083
C 2.42967 7.09253 4.21679
C 1.92943 7.45420 2.85944
H 1.30820 5.37720 9.29297
H -0.05379 6.36553 9.63767
H 1.44194 7.06470 9.18637
H 0.05575 5.22084 7.19017
H -0.39143 6.85008 7.14455
H 2.39841 5.64543 6.65642
H 2.27704 7.26684 6.81006
H 0.98260 5.69749 4.62779
H 0.46203 7.39395 4.96879
H 2.91318 7.99425 4.59256
H 3.21331 6.33490 4.21524
H 2.80244 7.48183 2.20737
H 1.26130 6.73666 2.38316
H 1.35109 8.35899 2.67243
C 0.11600 -0.46521 -0.22489
C 1.62423 -0.54059 0.08508
C 2.08458 0.26578 1.33518
C 1.69920 -0.24387 2.72077
C 2.08621 0.79681 3.78768
C 1.31389 0.63593 5.07649
H -0.45138 -1.21914 0.32080
H -0.14528 -0.66938 -1.26323
H -0.35481 0.45543 0.11990
H 1.80809 -1.59408 0.29594
H 2.24492 -0.29064 -0.77536
H 1.70299 1.26884 1.14445
H 3.17128 0.33589 1.28730
H 0.66583 -0.58245 2.79574
H 2.29098 -1.13200 2.94240
H 3.15715 0.68668 3.95808
H 1.82388 1.77347 3.38097
H 0.25330 0.63587 4.82498
H 1.61325 -0.18362 5.72981
H 1.40135 1.56834 5.63422
C -2.46137 -5.84894 -3.12379
C -3.63690 -6.73306 -3.42292
C -4.90752 -6.47261 -2.62272
C -6.21570 -7.13982 -3.18099
C -7.45016 -6.90437 -2.23161
C -8.67539 -6.62636 -3.01592
H -1.64224 -6.13849 -3.78203
H -2.12898 -6.03183 -2.10195
H -2.67756 -4.78511 -3.22200
H -3.89299 -6.56701 -4.46932
H -3.39711 -7.79265 -3.51164
H -5.04399 -5.40724 -2.43705
H -4.66656 -6.82949 -1.62139
H -6.27749 -6.64683 -4.15118
H -6.12150 -8.21374 -3.34196
H -7.66849 -7.74972 -1.57906
H -7.23897 -6.09797 -1.52929
H -8.56217 -5.93003 -3.84683
H -9.00223 -7.59479 -3.39464
H -9.36061 -6.29862 -2.23416
C 5.43742 -1.17296 -10.03384
C 4.08169 -1.52862 -9.38298
C 3.71460 -0.75071 -8.12668
O 2.38906 -1.00862 -7.56036
C 2.32844 -2.24843 -6.93588
N 3.10047 -1.33066 -10.44281
H 5.60472 -1.89662 -10.83161
H 6.19909 -1.52985 -9.34060
H 5.53972 -0.13499 -10.35046
H 4.03314 -2.58127 -9.10427
H 3.81438 0.31711 -8.32139
H 4.49973 -0.95919 -7.39990
H 2.79622 -3.08548 -7.45417
H 1.28094 -2.54418 -6.87787
H 2.63915 -2.24645 -5.89111
H 2.86556 -0.35554 -10.56141
H 2.24687 -1.64399 -10.00314
C -2.65686 6.88018 -0.92946
C -3.31628 5.49600 -0.72541
C -3.96221 4.99762 -2.01145
O -3.15663 5.12128 -3.11886
C -3.67019 4.72811 -4.33485
N -2.31388 4.59548 -0.25014
H -3.41974 7.60335 -1.21781
H -1.97866 6.82021 -1.78066
H -2.10494 7.18044 -0.03877
H -4.06671 5.50175 0.06510
H -4.84254 5.62582 -2.14737
H -4.31568 3.98831 -1.80060
H -4.66810 5.14119 -4.48199
H -3.67344 3.63955 -4.39080
H -3.00360 5.06160 -5.13017
H -1.77852 5.10727 0.43658
H -1.61929 4.49784 -0.97684
C -7.54907 -3.54716 -9.01481
C -6.39633 -2.66010 -8.55897
C -5.83867 -2.95962 -7.18882
O -5.35626 -1.71576 -6.70766
C -5.13626 -1.60700 -5.28866
N -5.40869 -2.82439 -9.61291
H -7.92588 -3.37404 -10.02285
H -8.45933 -3.49455 -8.41750
H -7.27427 -4.60181 -9.03161
H -6.86264 -1.67856 -8.47396
H -5.19448 -3.82947 -7.06052
H -6.69701 -3.18858 -6.55721
H -4.31655 -2.29399 -5.07834
H -6.00314 -2.01125 -4.76598
H -4.91341 -0.55112 -5.13519
H -5.93293 -2.50676 -10.41565
H -4.69527 -2.12142 -9.48266
C 3.38975 4.72560 -3.35651
C 1.94194 4.90758 -3.90749
C 2.01354 4.72288 -5.41207
O 2.63968 5.85358 -6.05379
C 2.30786 5.89263 -7.48726
N 1.05639 3.95549 -3.27214
H 3.37141 5.01082 -2.30465
H 4.12982 5.40451 -3.78016
H 3.74990 3.69895 -3.42263
H 1.60520 5.93553 -3.77314
H 0.94873 4.72055 -5.64493
H 2.42742 3.77726 -5.76225
H 2.43038 4.94400 -8.00996
H 2.90987 6.68231 -7.93684
H 1.25779 6.08891 -7.70388
H 1.36450 2.99979 -3.38080
H 0.17260 4.08909 -3.74243
```

The calculation puts the gap between HOMO and LUMO at 8.5 eV. The spin multiplicity is 1. The value obtained for the relative energy (zero: lowest compared OMol25 entry of this formula, charge and spin) is 81.62 kcal/mol. Its total energy is -25385.9763 Eh. The HOMO energy is -9.17 eV.

Atom charges from the Löwdin analysis, given in e for atoms 1 to 6:
1. C -1.442
2. Br 0.470
3. Br 0.518
4. Br 0.471
5. H -0.027
6. C -1.571

***

No. 3
Density functional theory data (ωB97M-V with the def2-TZVPD basis set) for one molecule with the formula C3H7N5O at a distorted geometry.

XYZ file:
```
16
Properties=species:S:1:pos:R:3
C 0.55236 -0.57364 -0.52365
C -1.91081 -0.47229 0.40265
C -0.86726 0.42663 1.08315
H 2.70474 0.96760 -1.43075
H 3.46096 -0.07381 -0.22220
H -0.30323 -2.00475 -1.78086
H -2.95181 -0.38516 0.85814
H -0.59825 0.20507 2.17811
H -1.96236 2.00189 0.46272
H 0.99742 1.05519 0.46692
N 2.56244 0.32377 -0.62082
N 1.67355 -0.73203 -1.06465
N -0.47398 -1.44988 -0.96942
N -1.72935 -1.37804 -0.44164
N 0.28408 0.41527 0.26541
O -1.43849 1.67418 1.33690
```

The calculation puts the gap between HOMO and LUMO at 9.3 eV. The spin multiplicity is 1. As for the structure (SMILES): N/N=C1/NN=C[C@H](O)N1. The value obtained for the relative energy (zero: lowest compared OMol25 entry of this formula, charge and spin) is 68.76 kcal/mol. Its total energy is -467.4391 Eh. The HOMO energy is -8.60 eV.

Atom charges from the Löwdin analysis, given in e for atoms 1 to 6:
1. C -0.469
2. C -0.117
3. C -0.406
4. H 0.089
5. H 0.097
6. H 0.130

***

No. 4
Density functional theory data (ωB97M-V with the def2-TZVPD basis set) for one molecule with the formula C5H10O2 at a distorted geometry.

XYZ file:
```
17
Properties=species:S:1:pos:R:3
C 0.55928 1.10541 -0.95143
C -0.67928 0.99239 -0.03681
O -1.80047 0.56859 -0.78821
C -0.34181 0.19975 1.21665
C 0.50172 -1.04576 0.99672
C 0.63927 -1.46427 -0.43518
O 1.64750 -1.70474 -1.07349
H 1.24309 1.77016 -0.42119
H 1.33862 0.23112 -1.25050
H 0.17317 1.49391 -1.90123
H -0.99694 1.99324 0.28694
H -1.60483 -0.33175 -1.07142
H 0.22607 0.80992 1.92882
H -1.25273 -0.07161 1.73921
H 0.00312 -1.90904 1.46333
H 1.45617 -0.91557 1.50172
H -0.31405 -1.91899 -0.77821
```

The calculation puts the gap between HOMO and LUMO at 10.6 eV. The spin multiplicity is 1. As for the structure (SMILES): C[C@@H](O)CCC=O. The value obtained for the relative energy (zero: lowest compared OMol25 entry of this formula, charge and spin) is 62.90 kcal/mol. Its total energy is -346.9252 Eh. The HOMO energy is -9.97 eV.

Atom charges from the Löwdin analysis, given in e for atoms 1 to 6:
1. C -0.051
2. C -0.441
3. O -0.032
4. C -0.156
5. C -0.147
6. C -0.314